# 1
Molecular formula: C39H37F9OP2W
Method: DFT, wB97M-V/def2-TZVPD

XYZ file:
```
89
C39H37F9OP2W | the OMol25 dataset | wB97M-V/def2-TZVPD
W 2.293 -0.776 2.486
P -3.427 -0.184 -1.970
P -2.369 2.413 -1.525
F 2.239 -2.375 6.474
F 6.030 -1.091 6.648
F 4.948 0.695 5.910
F 4.713 -3.492 6.348
F 3.739 -1.322 7.687
F 2.353 -0.191 6.408
F 3.623 -3.579 4.429
F 6.206 -0.468 4.572
F 5.732 -3.042 4.456
O 3.395 -0.971 4.142
C 1.086 4.444 -0.397
C -2.929 4.451 -3.463
C -1.272 -3.616 -2.821
C -0.204 4.200 -0.890
C -4.111 4.579 -1.341
C -6.445 -2.143 -4.062
C 1.175 -2.392 3.398
C -5.828 0.491 -3.341
C 3.427 0.066 -0.235
C -3.158 3.959 -2.171
C 2.332 -1.006 -0.472
C 5.343 -1.022 1.834
C 1.812 3.389 0.176
C 3.270 -2.525 1.419
C 1.185 2.146 0.305
C -4.427 6.308 -3.013
C 3.515 0.620 1.168
C -0.013 1.853 -0.313
C -2.608 -1.828 -1.875
C -1.863 1.671 -3.081
C 4.063 -1.409 5.244
C 2.168 -2.001 0.627
C -1.659 -2.273 -2.804
C -5.005 -0.569 -2.895
C 4.556 -2.892 5.137
C -7.216 -1.089 -4.556
C 3.099 -1.318 6.486
C -2.566 0.548 -3.393
C -5.360 -1.885 -3.220
C -3.537 5.645 -3.867
C 5.334 -0.563 5.608
C 4.381 0.056 2.171
C -0.737 2.907 -0.886
C -3.035 -2.699 -0.853
C 4.720 -2.268 1.122
C -1.764 -4.500 -1.854
C -4.739 5.749 -1.767
C -6.920 0.226 -4.174
C -2.622 -4.031 -0.846
H 3.066 -3.455 1.968
H 1.588 1.347 0.931
H -5.466 6.234 -1.115
H -4.881 7.255 -3.320
H 5.843 -1.338 2.754
H 2.605 -1.524 -1.413
H 4.414 -0.330 -0.538
H -2.283 3.904 -4.155
H 3.214 0.905 -0.926
H -1.035 2.088 -3.665
H 4.903 -2.215 0.033
H -1.465 -5.556 -1.870
H 6.157 -0.621 1.187
H 1.527 5.442 -0.454
H -4.779 -2.721 -2.830
H 1.007 -3.294 2.787
H 1.350 -0.554 -0.688
H -6.693 -3.173 -4.325
H 4.685 0.744 2.963
H -8.054 -1.290 -5.228
H 2.845 3.531 0.512
H 3.391 1.699 1.300
H -3.712 -2.328 -0.082
H -7.554 1.043 -4.525
H -5.603 1.520 -3.049
H 1.203 -2.533 0.666
H -1.243 -1.583 -3.536
H -0.360 0.819 -0.310
H -0.580 -3.966 -3.593
H -4.347 4.137 -0.368
H 0.250 -1.762 3.418
H -2.655 0.081 -4.369
H 1.511 -2.619 4.422
H 5.296 -3.148 1.464
H -0.795 5.010 -1.306
H -3.308 6.057 -4.850
H -2.971 -4.704 -0.056
```

- LUMO (spin up / spin down): -7.288 / -7.914 eV
- Total charge: +2
- DFT total energy: -3231.3625 a.u.
- Gap between HOMO and LUMO (spin up / spin down): 0.218 / 0.213 hartree
- Energy above the lowest of the compared OMol25 structures with the same formula, charge and spin: 1.5 kcal per mole
- 2S+1: 3
- Expectation value of S²: 2.02

---

# 2
Molecular formula: C39H37FeN2OP2Si
Method: DFT, wB97M-V/def2-TZVPD

XYZ file:
```
83
C39H37FeN2OP2Si | the OMol25 dataset | wB97M-V/def2-TZVPD
Fe 0.186 -0.005 1.313
P -1.819 0.259 0.231
P 1.719 0.158 -0.294
Si 0.202 2.297 1.374
O 0.858 -1.490 2.382
N 1.125 -3.717 2.338
N 2.954 -2.316 2.582
C -2.343 0.566 -3.810
C -2.095 0.869 -2.475
C -3.365 4.493 1.075
C 1.086 2.800 -0.233
C 0.820 -2.992 -3.527
C -0.309 -3.938 2.173
C 3.942 0.612 1.254
C -2.076 4.118 1.428
C -2.142 -0.136 -1.511
C -2.637 -0.736 -4.187
C 0.920 3.386 2.690
C 1.075 -3.355 -2.210
C -2.390 -1.451 -1.903
C 1.882 4.468 -1.814
C -2.990 -0.773 1.173
C 1.085 -0.667 -2.939
C -4.756 -2.189 2.808
C 2.611 3.494 -2.501
C 4.221 -1.229 -0.267
C -2.441 1.952 0.474
C 3.429 -0.206 0.241
C -2.650 -1.748 -3.234
C 5.222 0.408 1.748
C -3.736 2.326 0.109
C -4.196 3.597 0.404
C 0.817 -1.652 -3.885
C 1.630 -2.481 2.445
C 1.146 4.127 -0.692
C 2.573 2.182 -2.069
C 6.007 -0.621 1.235
C 5.507 -1.433 0.229
C 1.349 -2.374 -1.268
C 1.386 -1.023 -1.628
C -5.096 -1.906 1.491
C -2.655 -1.071 2.495
C -1.584 2.839 1.119
C 1.794 1.840 -0.956
C -4.220 -1.200 0.677
C -3.533 -1.769 3.314
H -3.728 5.486 1.318
H 1.919 3.051 2.991
H -1.444 4.832 1.947
H 3.306 -1.378 2.677
H 3.208 3.766 -3.363
H -0.856 -3.774 3.100
H 1.730 -4.507 2.484
H 7.011 -0.777 1.611
H -5.201 3.888 0.125
H 3.584 -3.086 2.718
H 0.613 -3.754 -4.270
H -2.408 -2.247 -1.166
H 1.070 0.374 -3.233
H 5.611 1.056 2.523
H 3.853 -1.866 -1.061
H 3.155 1.427 -2.587
H 6.120 -2.228 -0.181
H -1.879 1.890 -2.186
H -6.049 -2.234 1.096
H -5.445 -2.736 3.440
H -4.394 1.625 -0.396
H 1.068 -4.399 -1.922
H 1.909 5.497 -2.153
H -1.705 -0.755 2.912
H 1.554 -2.666 -0.241
H 1.013 4.404 2.299
H -4.499 -0.985 -0.349
H -2.861 -2.769 -3.528
H -2.319 1.355 -4.551
H 0.292 3.411 3.588
H 0.601 4.906 -0.162
H 0.601 -1.365 -4.907
H -0.708 -3.267 1.416
H -0.457 -4.964 1.844
H 3.339 1.424 1.650
H -2.852 -0.966 -5.225
H -3.267 -1.981 4.342
```

- LUMO (spin up / spin down): -2.338 / -2.286 eV
- Total charge: +1
- DFT total energy: -3928.8918 a.u.
- Gap between HOMO and LUMO (spin up / spin down): 0.306 / 0.304 hartree
- Energy above the lowest of the compared OMol25 structures with the same formula, charge and spin: 1.9 kcal per mole

---

# 3
Molecular formula: C39H37InN7O4P2
Method: DFT, wB97M-V/def2-TZVPD

XYZ file:
```
90
C39H37InN7O4P2 | the OMol25 dataset | wB97M-V/def2-TZVPD
In -0.185 0.993 1.583
P -2.425 -0.478 1.905
P -0.751 -2.458 -0.089
O 3.209 2.691 3.224
O 1.561 2.204 1.806
O -3.364 -0.181 -2.902
O -2.849 1.128 -1.025
N -1.090 2.639 2.956
N 8.011 -3.756 -4.903
N 1.401 -0.316 3.103
N 3.345 0.122 -1.803
N -1.172 2.793 0.157
N -1.320 2.889 -1.157
N 1.348 0.674 -0.959
C -2.805 0.721 -3.714
C -0.593 -2.291 -1.932
C -0.957 5.010 4.392
C 6.340 -0.905 -3.771
C -5.373 -2.661 0.053
C -0.807 3.768 5.012
C 7.210 -3.114 -4.325
C -2.198 1.882 -3.166
C 3.267 1.542 -1.815
C -4.645 -3.504 -0.783
C 1.492 -1.592 3.521
C -1.658 2.619 -5.416
C 4.407 -2.050 -2.141
C -2.150 1.990 -1.689
C 1.991 1.854 -1.414
C -1.158 3.839 2.303
C -2.325 -1.275 3.606
C -3.295 -1.690 0.884
C 6.311 -2.305 -3.604
C -2.266 1.490 -5.935
C 5.391 -0.087 -3.159
C 3.464 0.163 4.208
C 5.374 -2.860 -2.750
C -1.141 5.036 3.007
C 4.380 -0.665 -2.353
C -0.909 2.619 4.287
C 2.576 -2.053 4.269
C 2.398 1.920 2.775
C -2.824 0.565 -5.115
C 2.159 -0.329 -1.267
C -1.655 2.810 -4.045
C 2.406 0.522 3.356
C -3.221 -3.454 -0.770
C -3.698 0.823 2.090
C -0.308 -4.214 0.285
C -4.707 -1.783 0.924
C 3.575 -1.152 4.595
C -2.552 -2.531 0.038
C -1.308 3.866 0.884
H -4.541 0.473 2.667
H -3.287 -1.213 4.114
H -4.023 1.081 1.079
H -1.575 4.812 0.419
H -1.160 -4.805 0.652
H -1.620 -0.699 4.228
H -3.314 -0.311 -5.505
H -3.291 1.739 2.523
H -6.473 -2.691 0.037
H -2.651 -4.126 -1.392
H 5.423 0.980 -3.362
H -0.633 3.655 6.107
H 1.509 2.807 -1.429
H -1.212 3.389 -6.043
H 4.451 -1.520 5.112
H -2.204 1.339 -7.013
H 2.007 -1.381 -1.012
H -0.442 -1.258 -2.221
H 3.594 -2.477 -1.523
H -0.821 1.663 4.804
H 0.069 -4.719 -0.615
H 2.573 -3.084 4.597
H -1.240 5.964 2.473
H -5.148 -4.262 -1.352
H -1.475 -2.664 -2.481
H -0.916 5.933 4.983
H 4.092 2.220 -2.083
H 0.464 -4.286 1.050
H 5.404 -3.927 -2.584
H 0.277 -2.876 -2.285
H 4.222 0.911 4.457
H 7.049 -0.453 -4.459
H 0.641 -2.238 3.284
H -5.275 -1.110 1.567
H -1.191 3.719 -3.644
H -2.008 -2.326 3.561
H -3.184 0.270 -1.931
```

- LUMO: -3.665 eV
- Total charge: +1
- DFT total energy: -3065.2580 a.u.
- Gap between HOMO and LUMO: 0.212 hartree
- Energy above the lowest of the compared OMol25 structures with the same formula, charge and spin: 29.5 kcal per mole

---

# 4
Molecular formula: C39H37N8O16
Method: DFT, wB97M-V/def2-TZVPD

XYZ file:
```
100
C39H37N8O16 | the OMol25 dataset | wB97M-V/def2-TZVPD
O 3.825 4.697 5.695
O 0.094 -1.680 -0.700
O 1.792 4.898 6.347
O -0.895 -0.880 1.020
O -0.673 -4.332 -4.105
O -1.022 0.240 -0.760
O 7.478 -0.352 2.721
O 3.617 -1.644 -7.856
O 7.590 -2.275 3.797
O -4.090 3.236 1.909
O -1.039 -2.458 7.596
O 1.525 -1.829 -7.611
O -0.988 -0.713 6.324
O -6.342 3.523 1.898
O 2.211 2.995 -1.883
O 1.904 4.656 -3.160
N -1.164 -1.897 6.524
N 7.079 -1.452 2.859
N -5.236 3.008 1.472
N 2.655 -1.626 -7.169
N -2.016 -2.624 -4.672
N -0.642 -0.816 -0.179
N 2.680 4.315 5.730
N 1.559 4.038 -2.208
C -4.495 0.394 -1.426
C -6.990 0.191 -0.810
C -2.841 -4.534 3.183
C -1.199 -3.227 -3.853
C -5.762 -0.252 -1.622
C 3.086 3.169 3.320
C 2.213 3.397 4.622
C 4.134 -3.857 1.494
C 3.009 0.067 -3.095
C -0.340 5.682 -1.701
C 1.411 1.565 2.441
C 5.281 -0.988 1.012
C 3.978 -1.552 0.242
C -4.184 1.444 -0.356
C 4.383 0.029 -3.975
C -2.535 -4.097 5.773
C -6.864 1.361 0.284
C -2.164 -3.189 -6.058
C 2.565 2.315 2.314
C 4.159 -0.411 -5.449
C 1.567 -0.900 -4.959
C -0.043 3.323 -0.345
C -1.472 6.063 -0.661
C 0.806 2.701 4.727
C -1.978 -3.470 2.872
C 0.410 1.761 3.721
C -1.965 4.978 0.371
C 5.467 -3.405 2.155
C -2.742 -1.408 -4.344
C 0.383 4.343 -1.442
C -1.416 -2.589 3.935
C 5.898 -1.902 1.995
C 1.725 -0.312 -3.478
C -1.683 -2.829 5.445
C -5.395 1.908 0.573
C 2.861 -1.080 -5.788
C 3.517 -2.902 0.420
C -1.333 3.789 0.528
C -3.058 -4.945 4.687
H -3.482 0.305 -2.025
H 5.088 -0.679 -6.028
H 3.044 0.529 -2.130
H 3.148 1.985 1.144
H -2.729 -4.135 6.803
H -0.920 -1.704 3.703
H -3.501 -1.207 -4.951
H 0.937 -0.090 -2.893
H -7.581 1.569 0.783
H -1.221 -2.986 -2.933
H -1.848 -2.955 2.030
H -7.851 -0.354 -0.933
H -1.991 6.956 -0.831
H 0.426 2.482 -0.112
H -1.493 3.126 1.333
H -3.728 -5.884 4.952
H -2.162 -0.638 -4.544
H -1.291 -3.265 -6.508
H -5.873 -0.995 -2.293
H -0.415 1.482 3.532
H -2.829 -1.357 -3.095
H -2.717 -2.428 -6.654
H 3.824 -4.884 1.440
H 0.143 6.225 -2.333
H -3.445 -4.870 2.397
H 1.278 0.715 1.781
H 4.017 3.533 3.321
H 0.614 -1.174 -5.217
H -2.727 -3.934 -6.055
H 2.581 -3.064 -0.034
H -2.796 5.307 0.921
H 5.440 0.259 0.945
H 0.137 3.125 5.542
H 5.965 -4.166 2.917
H -3.149 1.904 -0.236
H 3.521 -0.758 -0.389
H 5.245 0.406 -3.712
```

- LUMO: 0.228 eV
- Total charge: -1
- DFT total energy: -3148.6531 a.u.
- Gap between HOMO and LUMO: 0.250 hartree
- Energy above the lowest of the compared OMol25 structures with the same formula, charge and spin: 145.1 kcal per mole

---

# 5
Molecular formula: C39H38AgN4OP2S2Te
Method: DFT, wB97M-V/def2-TZVPD

XYZ file:
```
88
C39H38AgN4OP2S2Te | the OMol25 dataset | wB97M-V/def2-TZVPD
Te -2.644 -0.707 2.317
Ag 1.552 -0.571 -0.847
S -0.693 5.013 -3.221
S 5.698 2.024 -0.239
P -0.667 -1.442 -0.348
P 0.731 -0.109 1.530
O -2.319 5.281 -3.245
N 2.955 -0.917 -2.477
N 4.828 -0.760 -3.683
N -3.526 -5.385 3.833
N 3.217 0.849 0.466
C -0.539 2.443 1.588
C -0.068 6.088 -1.894
C 3.329 -2.683 3.414
C 2.861 -2.534 4.732
C 6.154 -0.334 -4.085
C 0.025 4.037 3.297
C 1.722 -0.994 2.703
C -2.270 -4.969 3.821
C -0.911 -3.219 -0.363
C -3.401 0.842 -2.256
C 1.203 3.308 3.560
C 4.245 -0.626 -2.441
C -2.537 0.438 -1.262
C 1.258 -0.914 4.001
C 0.554 1.660 1.992
C 0.208 -3.959 -0.770
C -2.177 -1.581 -2.545
C -0.796 3.663 2.227
C -2.116 -5.251 -0.215
C 4.275 1.348 0.239
C 1.507 2.175 2.908
C -0.805 -0.933 1.362
C -3.078 -1.191 -3.544
C -4.452 -4.647 3.240
C -2.115 -3.870 -0.163
C -3.626 0.046 -3.431
C -0.743 7.486 -2.013
C -4.189 -3.347 2.788
C 2.702 -1.353 -3.859
C -2.226 7.226 -1.715
C 1.808 -1.697 5.017
C -1.858 -0.798 -1.478
C 2.729 -1.941 2.388
C -2.909 6.570 -2.912
C -0.998 -6.038 -0.506
C -2.890 -2.775 2.962
C -1.924 -3.641 3.536
C 3.825 -1.129 -4.596
C 0.150 -5.355 -0.898
H -2.977 -3.259 0.136
H 3.110 -2.012 1.390
H 6.549 -1.094 -4.822
H -0.927 -3.227 3.693
H 6.170 0.667 -4.517
H -0.062 4.974 3.844
H 0.596 -0.098 4.251
H -1.470 -5.685 3.970
H 1.773 -1.684 -4.249
H -3.048 -5.752 -0.020
H -3.312 -1.914 -4.322
H 3.350 -3.086 5.578
H -4.938 -2.875 2.178
H -0.225 5.703 -0.877
H -1.202 -7.133 -0.529
H 1.002 6.055 -2.059
H 3.968 -1.377 -5.625
H -0.392 8.205 -1.191
H -3.993 1.745 -2.216
H 6.839 -0.467 -3.167
H -1.658 -2.545 -2.682
H 1.893 3.629 4.352
H 2.472 1.679 3.111
H -1.122 2.120 0.748
H 1.126 -3.375 -1.101
H 4.745 -0.171 -1.595
H -2.314 6.607 -0.782
H -4.200 0.480 -4.270
H 1.088 -5.891 -1.253
H -1.661 4.300 1.997
H 1.424 -1.660 6.043
H -3.928 6.369 -2.668
H 4.066 -3.487 3.206
H -5.458 -5.036 3.152
H -0.532 8.060 -2.921
H -2.692 8.160 -1.563
H -2.155 1.021 -0.373
H -2.963 7.224 -3.764
```

- LUMO: 2.309 eV
- Total charge: -1
- DFT total energy: -3697.1809 a.u.
- Gap between HOMO and LUMO: 0.204 hartree